1.
Entry from the OMol25 dataset: C37H35F5IN7O8P2RbS3SbTe as an isolated structure in a non-equilibrium geometry (ωB97M-V with the def2-TZVPD basis set).

Structure (XYZ):
```
101
Properties=species:S:1:pos:R:3:forces:R:3
Rb -1.386 -0.139 -1.003 2.9 -2.1 0.1
C 0.510 -3.662 0.756 0.0 0.2 -0.2
C 1.132 -3.534 -0.602 0.1 0.0 -0.2
N 0.980 -2.530 -1.406 -0.2 -0.1 0.0
C 1.649 -2.705 -2.601 -0.2 0.3 0.2
C 2.335 -3.872 -2.698 0.2 -0.2 -0.2
S 2.139 -4.788 -1.267 0.0 0.0 0.1
C 1.570 -1.663 -3.647 -0.2 0.2 0.3
C 2.171 -1.714 -4.861 0.2 -0.1 -0.2
S 1.818 -0.295 -5.752 -0.1 0.1 0.1
C 0.868 0.310 -4.415 0.1 -0.2 0.0
N 0.835 -0.515 -3.418 -0.1 0.1 0.0
C 0.234 1.671 -4.463 0.3 -0.2 0.0
H 0.914 -2.896 1.423 0.0 -0.1 0.0
H 0.714 -4.639 1.194 0.0 0.0 0.0
H -0.572 -3.522 0.663 0.1 0.0 0.0
H 2.918 -4.244 -3.531 -0.1 0.1 0.1
H 2.792 -2.500 -5.277 -0.2 0.2 0.1
H 0.978 2.430 -4.197 0.0 -0.1 0.0
H -0.580 1.739 -3.749 0.0 0.0 0.0
H -0.149 1.901 -5.458 0.0 -0.1 0.0
O -4.910 0.414 0.570 0.3 -0.1 -0.1
P -4.943 -0.089 -0.935 0.3 -0.9 0.0
O -6.253 0.035 -1.572 0.0 0.1 0.0
O -3.677 0.403 -1.756 -2.2 0.4 0.6
O -4.541 -1.677 -0.760 0.3 0.5 0.0
P -3.428 -2.230 0.300 -0.1 -0.5 0.4
O -4.397 -2.899 1.414 -0.4 -0.4 -0.2
O -2.587 -3.263 -0.341 0.0 -0.1 -0.3
O -2.741 -1.068 0.958 -0.8 -0.2 0.7
H -4.088 0.070 1.028 -0.4 0.2 -0.4
H -4.925 -3.596 0.981 0.3 0.4 0.3
N -0.301 3.904 -1.018 1.1 1.1 0.3
C 0.939 4.002 -1.602 -0.4 0.1 0.2
C 1.810 3.467 -0.708 0.0 -0.2 0.5
N 1.132 3.016 0.414 -0.3 0.2 -0.1
C -0.151 3.311 0.186 0.3 0.3 -0.3
C -1.304 3.114 1.071 -0.2 0.1 -0.1
N -1.245 2.999 2.377 0.0 -0.1 0.5
C -2.552 2.863 2.785 0.2 0.0 0.1
C -3.394 2.911 1.707 0.2 0.2 -0.1
N -2.587 3.092 0.621 1.3 0.0 1.2
H -1.195 4.004 -1.500 0.3 0.4 0.3
H 1.079 4.421 -2.589 0.0 -0.1 0.2
H 2.875 3.329 -0.800 -0.1 0.0 0.0
H -2.801 2.730 3.831 0.0 0.0 -0.2
H -4.465 2.821 1.600 0.2 0.0 0.0
H -2.914 3.110 -0.352 0.9 1.0 2.6
I -4.872 -5.186 -2.427 0.1 0.1 0.1
C -3.785 -3.628 -3.307 0.0 0.0 0.0
C -4.462 -2.561 -3.873 0.1 0.0 -0.1
C -3.721 -1.599 -4.541 -0.1 0.0 0.0
C -2.347 -1.751 -4.603 0.3 -0.3 0.1
N -1.685 -2.759 -4.022 -0.3 -0.2 0.2
C -2.397 -3.683 -3.362 0.0 0.4 -0.4
H -5.537 -2.472 -3.790 0.0 0.0 0.0
H -4.200 -0.745 -5.002 0.1 0.0 0.1
H -1.735 -1.042 -5.155 -0.1 0.0 0.2
H -1.850 -4.486 -2.882 0.0 0.1 0.0
F -2.961 1.213 -3.859 0.1 -0.5 -0.1
Te -3.229 2.340 -2.325 -0.5 0.8 -3.9
F -4.283 2.567 -0.754 -2.1 -0.7 -0.7
F -2.680 3.496 -3.778 0.2 0.1 -0.1
F -3.025 4.247 -1.633 -0.3 0.2 -0.4
F -4.891 2.637 -3.088 -0.4 0.0 0.0
O -1.586 2.143 -1.673 -0.9 -0.2 -1.0
S 2.806 0.335 -0.736 -0.3 0.0 0.1
Sb 2.375 0.652 1.461 0.8 -0.2 0.2
C 0.824 0.481 2.895 -0.2 0.0 -0.2
C 1.005 1.097 4.130 -0.2 0.0 -0.1
C 0.161 0.772 5.183 -0.1 -0.1 0.0
C -0.863 -0.158 5.004 0.2 0.1 0.0
C -1.043 -0.765 3.768 0.0 0.0 0.0
C -0.185 -0.457 2.718 -0.1 0.2 0.2
C 3.277 -1.180 2.259 0.0 -0.1 0.0
C 3.153 -1.553 3.602 0.1 0.0 -0.1
C 3.631 -2.781 4.052 0.0 0.1 -0.1
C 4.235 -3.664 3.162 0.0 0.0 0.0
C 4.369 -3.306 1.826 -0.1 0.1 0.0
C 3.891 -2.074 1.379 0.0 0.0 0.2
C 3.733 2.046 2.337 0.0 0.2 0.0
C 3.361 3.333 2.733 0.1 -0.1 0.0
C 4.322 4.219 3.214 0.0 -0.2 0.0
C 5.655 3.832 3.292 0.0 -0.1 0.0
C 6.030 2.552 2.899 -0.1 0.0 0.0
C 5.072 1.661 2.423 -0.1 0.1 0.0
H 1.784 1.837 4.271 0.0 -0.1 0.0
H 0.299 1.252 6.148 0.0 0.0 -0.1
H -1.521 -0.406 5.830 0.0 0.0 0.0
H -1.852 -1.470 3.597 0.1 0.1 0.0
H -0.346 -0.943 1.769 0.0 -0.1 -0.1
H 2.669 -0.891 4.311 0.0 0.0 0.0
H 3.516 -3.055 5.095 0.0 0.0 0.0
H 4.589 -4.633 3.508 0.0 0.1 0.0
H 4.827 -3.992 1.121 0.0 0.0 0.0
H 3.971 -1.801 0.332 0.0 0.0 0.0
H 2.324 3.641 2.652 0.0 0.0 -0.1
H 4.028 5.215 3.518 0.0 0.0 0.0
H 6.402 4.531 3.652 0.0 0.0 0.0
H 7.070 2.249 2.959 0.0 0.0 0.0
H 5.368 0.663 2.109 0.0 0.1 0.0
```
Forces are in eV/Å.

HOMO-LUMO gap: 6.540 eV
lowest unoccupied orbital energy: 3.46 eV
total energy: -5623.257239 Eh
spin multiplicity: 1
energy relative to the best compared isomer or geometry (same formula, charge and spin): 286.7 kJ/mol
net charge: -2

These are the Mulliken partial charges, in e, on atoms 1 to 6: Rb 0.38; C -0.11; C 0.17; N 1.03; C -0.38; C -0.39

2.
Entry from the OMol25 dataset: a 2-piece molecular cluster, C3H7PS overall in a non-equilibrium geometry (ωB97M-V with the def2-TZVPD basis set).

Structure (XYZ):
```
12
Properties=species:S:1:pos:R:3:forces:R:3
C -0.608 -0.494 0.149 -0.2 1.5 1.0
C 1.523 1.564 0.224 -0.6 -3.3 0.9
C -0.148 -1.623 -0.676 -0.2 -0.2 -0.3
P -1.972 0.613 -0.046 -0.8 0.1 0.4
S -1.647 -0.730 1.621 0.8 0.3 -1.1
H 2.358 1.058 -0.147 1.3 -0.2 -0.9
H 1.112 1.041 1.031 -0.6 0.1 1.7
H 1.081 2.353 -0.227 -1.2 2.3 -1.3
H -1.024 -2.302 -1.003 1.4 0.5 1.1
H 0.667 -2.021 -0.011 -0.8 -0.7 -1.3
H 0.226 -1.218 -1.625 0.4 -0.2 0.4
H -1.568 1.760 0.710 0.3 -0.2 -0.4
```
Forces are in eV/Å.

HOMO-LUMO gap: 5.714 eV
lowest unoccupied orbital energy: -1.46 eV
total energy: -857.831846 Eh
spin multiplicity: 1
energy relative to the best compared isomer or geometry (same formula, charge and spin): 499.3 kJ/mol
net charge: 0

These are the natural (NBO) partial charges, in e, on atoms 1 to 6: C -0.43; C -0.52; C -0.70; P 0.50; S -0.05; H 0.17

What is the HOMO-LUMO gap in the first record? 6.540 eV

Among the records above, which one has the lowest total energy? C37H35F5IN7O8P2RbS3SbTe